Entry 1:
The following is a DFT calculation (ωB97M-V with the def2-TZVPD basis set) of an isolated ion of composition C7H14N5 and charge +1 at a distorted geometry.

```
26
Properties=species:S:1:pos:R:3:forces:R:3
C 1.582107 0.960387 0.808508 -2.05 -0.54 0.79
C 0.354480 0.314778 1.352527 0.43 -0.55 1.05
C -0.240289 -0.341222 -1.208390 1.14 2.03 0.11
C -0.867048 1.117118 1.750352 0.93 1.53 -0.22
C 0.826527 -0.469204 2.630668 -1.75 0.06 -1.08
C 1.031283 -0.888115 -1.783744 1.17 0.76 -1.01
C -1.492602 -0.875438 -1.776306 -1.11 -0.90 1.98
N 2.641070 1.269539 0.536636 1.26 0.55 -0.43
N -0.395112 2.740159 -2.919790 0.05 -2.61 1.76
N -0.319633 1.865727 -2.180154 -0.33 3.28 -3.53
N -0.155574 1.133763 -1.245533 0.09 -1.53 2.84
N -0.183767 -0.673508 0.328597 0.32 1.20 -0.75
H -1.580391 0.556525 2.312497 -0.63 -0.95 -0.20
H -1.230149 1.620449 0.882373 -0.83 0.11 -0.56
H -0.681400 1.915171 2.439575 0.82 0.52 0.42
H 1.507230 -1.257610 2.420499 0.17 -1.24 -0.47
H -0.063180 -0.752153 3.249554 1.12 0.11 -0.42
H 1.487813 0.198257 3.084257 0.54 1.33 1.47
H 1.077469 -1.994939 -1.838593 0.13 0.65 0.31
H 1.921601 -0.355652 -1.287876 -1.21 -1.25 -0.72
H 1.005977 -0.506020 -2.828274 0.34 -0.47 0.45
H -1.388560 -1.926152 -1.693123 -0.32 -1.48 0.51
H -1.576827 -0.821983 -2.802219 0.07 1.02 -2.35
H -2.456950 -0.573672 -1.313648 0.80 0.11 -0.13
H 0.336417 -1.516501 0.493219 -0.06 -0.90 -0.33
H -1.140490 -0.739701 0.588386 -1.08 -0.84 0.51
```
Forces are in eV/Å.

## Properties
LUMO, eV: -3.0665
HOMO-LUMO gap, eV: 10.688
Molecular weight, g mol⁻¹: 168.22
Charge: +1
Highest occupied orbital energy, eV: -13.754
Energy relative to the best compared isomer or geometry (same formula, charge and spin), kcal per mole: 63.57



Entry 2:
The following is a DFT calculation (ωB97M-V with the def2-TZVPD basis set) of C7H14NO as an isolated structure at a distorted geometry.

```
23
Properties=species:S:1:pos:R:3:forces:R:3
C -0.288049 -2.442025 -1.353916 -0.65 0.56 -0.85
C 0.663581 -1.792080 -0.683850 -1.45 0.62 -0.85
C 1.752167 0.479612 -0.106813 3.60 -1.73 -1.91
C 1.318805 1.673325 0.603812 -2.51 1.56 -0.38
C -0.535653 0.166445 0.944056 1.65 -2.73 -1.71
C 0.591257 -0.306118 -0.562148 -2.97 0.89 1.89
C -2.010555 -0.102282 0.700108 0.64 0.15 1.62
N -0.219313 1.596883 0.861503 0.27 0.69 1.68
O -0.052436 0.451443 -1.550743 -1.98 -1.96 -2.25
H -0.227999 -3.505110 -1.399229 -0.13 -0.63 -0.06
H -1.153222 -2.008306 -1.963954 1.38 -0.40 1.06
H 1.406178 -2.387760 -0.176469 0.28 0.34 0.20
H 2.472669 0.865606 -1.001913 -1.70 -1.34 1.93
H 2.323065 -0.280663 0.494541 -0.13 1.23 -0.21
H 1.662646 1.809766 1.570896 1.42 0.41 1.57
H 1.401373 2.533372 -0.028803 0.46 0.71 0.11
H -0.108496 -0.303420 1.922348 -0.72 1.07 -1.77
H -2.366808 0.478789 -0.132500 -0.36 0.84 0.06
H -2.450888 0.114943 1.717329 -0.49 -0.12 -1.45
H -2.272630 -1.105310 0.387579 0.43 -0.53 0.46
H -0.455193 2.048761 1.800169 0.43 -0.38 -1.67
H -0.731624 2.111622 0.119992 0.20 -0.78 0.38
H -0.718876 -0.097495 -2.161997 2.33 1.53 2.16
```
Forces are in eV/Å.

## Properties
LUMO, eV: -3.0856
HOMO-LUMO gap, eV: 9.916
Molecular weight, g mol⁻¹: 128.19
Charge: +1
Highest occupied orbital energy, eV: -13.002
Energy relative to the best compared isomer or geometry (same formula, charge and spin), kcal per mole: 71.79



Entry 3:
The following is a DFT calculation (ωB97M-V with the def2-TZVPD basis set) of a 2-piece molecular cluster, C7H14NO overall at a distorted geometry.

```
23
Properties=species:S:1:pos:R:3:forces:R:3
C 0.769310 -0.042757 1.615056 0.96 1.21 -1.87
C 1.391554 -0.833076 0.583369 -1.87 -1.57 1.03
C 0.912144 0.498747 2.962885 -1.67 -1.18 0.48
C 2.565177 -0.541922 -0.226595 1.58 -1.83 -0.72
C -2.191567 -1.666585 -1.286014 4.82 1.32 -1.41
C -1.271329 1.867984 -1.536486 5.85 1.25 0.06
C -2.098105 -0.197415 -1.050941 0.87 -1.79 0.13
N 0.135918 0.010069 0.507445 -0.35 0.10 1.66
O -1.400607 0.516573 -1.821114 -1.72 -2.32 0.03
H 1.130572 -1.864161 0.859914 0.62 -0.24 -1.12
H 1.488113 -0.175619 3.649373 -0.37 1.03 -0.73
H -0.138010 0.551170 3.258552 -0.09 -0.22 0.80
H 1.132742 1.542582 2.945454 1.02 0.62 0.03
H 2.855828 0.492362 -0.195329 0.16 0.42 -0.15
H 2.509107 -0.947660 -1.285827 -0.18 0.72 1.17
H 3.350603 -1.176871 0.257145 -0.07 0.78 -0.53
H -2.986727 -1.872779 -1.883119 -2.61 -0.45 -2.00
H -2.215407 -2.354924 -0.505638 -0.33 -0.35 2.11
H -1.244556 -1.978711 -1.863597 -1.45 0.58 0.52
H -0.876277 2.360307 -2.437204 -0.29 -0.39 0.13
H -0.333688 1.862175 -0.793250 -2.47 0.45 -1.08
H -2.132862 2.349265 -1.276794 -2.29 0.92 1.28
H -2.660501 0.184945 -0.218336 -0.11 0.93 0.18
```
Forces are in eV/Å.

## Properties
LUMO, eV: -4.8665
HOMO-LUMO gap, eV: 8.163
Molecular weight, g mol⁻¹: 128.19
Charge: +1
Highest occupied orbital energy, eV: -13.029
Energy relative to the best compared isomer or geometry (same formula, charge and spin), kcal per mole: 115.88



Entry 4:
The following is a DFT calculation (ωB97M-V with the def2-TZVPD basis set) of one molecule with the formula C7H14O at a distorted geometry.

```
22
Properties=species:S:1:pos:R:3:forces:R:3
C 1.981295 -0.768917 3.488511 1.93 -0.59 0.33
C 0.771530 -0.965871 2.652589 -0.14 0.21 -0.44
C 0.462711 -0.263739 1.571531 -0.93 1.25 0.66
C -0.830202 -0.384644 0.788993 1.20 -0.37 0.27
C -0.478531 -0.400823 -0.694011 -0.32 -0.34 -1.94
C -1.492275 0.264714 -1.685426 -0.24 -1.28 0.44
C -0.938732 1.150442 -2.846275 0.09 1.14 3.59
O 0.493725 1.168692 -2.837979 0.18 -0.94 -1.67
H 2.800389 -0.119549 3.155417 -0.74 0.47 -0.82
H 2.558525 -1.714469 3.487446 -0.51 0.05 0.59
H 1.858473 -0.410607 4.513163 -0.58 -0.49 0.08
H 0.099758 -1.785043 2.920508 0.26 0.03 0.08
H 0.981796 0.676242 1.368471 0.48 -0.42 -0.16
H -1.281369 -1.303955 1.180047 -0.56 0.27 -0.46
H -1.435917 0.505255 1.008542 -0.10 -0.32 0.06
H 0.515727 0.010788 -0.862654 -0.08 0.22 0.16
H -0.428032 -1.398619 -1.156165 0.42 -0.14 0.95
H -2.235048 0.762942 -1.063672 -0.05 0.61 -0.30
H -2.056660 -0.581349 -2.120493 0.11 0.39 0.01
H -1.538992 0.867839 -3.696601 0.69 0.37 -0.91
H -1.089735 2.176468 -2.459457 -0.88 -0.23 -0.99
H 0.849224 0.862584 -3.689217 -0.21 0.08 0.48
```
Forces are in eV/Å.

## Properties
LUMO, eV: 0.9002
HOMO-LUMO gap, eV: 10.005
Molecular weight, g mol⁻¹: 114.19
Charge: 0
Structure (SMILES): C/C=C/CCCCO
Highest occupied orbital energy, eV: -9.105
Energy relative to the best compared isomer or geometry (same formula, charge and spin), kcal per mole: 50.79



Entry 5:
The following is a DFT calculation (ωB97M-V with the def2-TZVPD basis set) of one molecule with the formula C7H14O.

```
22
Properties=species:S:1:pos:R:3:forces:R:3
C -0.907498 -3.273655 -0.968618 0.13 0.02 0.17
C -1.377107 -1.860104 -0.740230 -0.10 -0.30 -0.12
C -0.574576 -0.805206 -0.683216 -0.20 -0.07 0.02
C -1.025085 0.602087 -0.385231 0.11 -0.06 -0.02
C -0.014655 1.737701 -0.627805 -0.18 -0.32 0.89
C 1.333353 1.530029 0.074601 -0.14 0.24 -0.30
C 1.229583 1.718391 1.583846 -0.19 -0.26 0.32
O 2.156044 0.887127 2.282086 0.09 0.01 0.12
H -0.583286 -3.738779 -0.038485 -0.07 -0.01 0.22
H -0.045249 -3.327961 -1.631325 -0.05 0.08 -0.16
H -1.706049 -3.901832 -1.356783 0.01 0.01 -0.18
H -2.456380 -1.764691 -0.605874 0.16 0.26 0.03
H 0.484214 -0.997334 -0.794464 0.20 0.08 -0.12
H -1.890269 0.840277 -0.997751 -0.30 -0.09 0.01
H -1.365699 0.626978 0.653392 0.00 0.10 0.02
H 0.076364 1.897383 -1.699236 0.21 0.16 -0.04
H -0.479135 2.608507 -0.150226 0.06 0.26 -0.51
H 2.073590 2.235501 -0.301935 0.03 0.00 -0.16
H 1.718482 0.538642 -0.143010 0.11 -0.14 0.12
H 1.461399 2.748499 1.868684 -0.06 -0.01 -0.13
H 0.204021 1.520461 1.931612 0.21 -0.01 -0.09
H 1.687939 0.177979 2.729967 -0.02 0.05 -0.11
```
Forces are in eV/Å.

## Properties
LUMO, eV: 0.9442
HOMO-LUMO gap, eV: 10.098
Molecular weight, g mol⁻¹: 114.19
Charge: 0
Structure (SMILES): C/C=C/CCCCO
Highest occupied orbital energy, eV: -9.154
Energy relative to the best compared isomer or geometry (same formula, charge and spin), kcal per mole: 28.41



Entry 6:
The following is a DFT calculation (ωB97M-V with the def2-TZVPD basis set) of a 2-piece molecular cluster, C7H14O overall at a distorted geometry.

```
22
Properties=species:S:1:pos:R:3:forces:R:3
C 2.160710 2.082459 0.531800 0.32 -0.26 -0.72
C 1.478323 1.282718 -0.269061 -2.37 -0.55 0.96
C 0.041573 0.923473 -0.028316 1.34 -0.42 -0.41
C -0.411877 -0.317879 -0.238673 -1.15 0.00 -0.34
C -1.882026 -0.547551 -0.015216 -1.36 0.32 0.62
C 0.403007 -1.504925 -0.737686 -0.44 0.82 0.19
C -0.415596 -2.542482 -1.493228 0.52 -0.24 -1.15
H 3.179090 2.257707 0.308625 1.00 0.32 -0.02
H 1.779062 2.560085 1.410976 -0.31 0.13 0.19
H 1.839385 0.718438 -1.103043 1.03 0.23 -0.35
H -0.615194 1.682349 0.360348 -0.16 0.00 0.02
H -2.272129 0.150230 0.728471 0.27 0.05 0.24
H -2.189459 -1.530313 0.330098 0.46 -0.30 0.19
H -2.599580 -0.365843 -0.829171 0.77 -0.02 -0.54
H 0.992912 -1.883671 0.098934 0.05 -0.25 -0.13
H 1.070740 -1.082942 -1.490332 0.46 -0.28 0.18
H -0.775761 -2.024731 -2.374779 -0.47 0.12 -0.23
H -1.264633 -3.071957 -1.076080 0.06 0.25 0.68
H 0.233227 -3.304253 -1.936741 0.13 -0.05 0.34
O -0.666431 2.223112 2.632362 0.84 0.25 0.10
H -0.100603 1.518513 2.975064 -0.38 -0.20 0.09
H 0.015261 2.777462 2.215650 -0.63 0.07 0.10
```
Forces are in eV/Å.

## Properties
LUMO, eV: 0.8888
HOMO-LUMO gap, eV: 9.444
Molecular weight, g mol⁻¹: 114.19
Charge: 0
Structure (SMILES): C=C/C=C(/C)CC.O
Highest occupied orbital energy, eV: -8.555
Energy relative to the best compared isomer or geometry (same formula, charge and spin), kcal per mole: 44.33



Entry 7:
The following is a DFT calculation (ωB97M-V with the def2-TZVPD basis set) of a 2-piece molecular cluster, C7H14O overall at a distorted geometry.

```
22
Properties=species:S:1:pos:R:3:forces:R:3
C 2.217409 0.670807 -1.143391 1.35 1.26 0.45
C 1.697505 -0.258150 -0.358337 0.20 0.15 -1.72
C 0.484270 -0.939690 -0.856730 -0.41 -2.84 0.81
C -0.651403 -0.995583 0.140864 -0.63 1.34 0.15
C -1.654659 -1.827417 -0.025103 -0.88 -1.98 -1.54
C -0.710444 0.151829 1.124307 -0.93 0.75 -0.04
C 0.190643 0.031078 2.394927 -1.65 1.03 -0.80
H 3.233495 1.082327 -1.096291 -0.33 -0.23 0.65
H 1.632774 1.240565 -1.845792 -0.40 -0.54 -0.55
H 2.175015 -0.702863 0.501511 0.37 0.01 -0.13
H 0.092573 -0.724269 -1.851910 0.25 1.09 0.14
H 0.792184 -2.007932 -1.075011 -0.14 0.74 0.49
H -1.618942 -2.653708 -0.770688 0.51 0.67 0.28
H -2.671962 -1.815911 0.327233 0.09 0.53 1.09
H -0.519552 1.099877 0.590561 0.69 -0.49 -0.03
H -1.751806 0.402971 1.440304 0.46 -0.90 0.00
H -0.449173 -0.305762 3.216065 0.40 -0.11 0.01
H 1.023180 -0.636854 2.252306 0.35 0.08 0.14
H 0.440931 1.088671 2.547766 0.69 -0.55 0.62
O -0.922092 2.488969 -1.669739 -1.66 -0.34 -0.62
H -1.817772 2.882386 -1.638888 0.76 0.50 0.48
H -1.212172 1.728659 -2.203964 0.90 -0.18 0.14
```
Forces are in eV/Å.

## Properties
LUMO, eV: 0.6425
HOMO-LUMO gap, eV: 9.643
Molecular weight, g mol⁻¹: 114.19
Charge: 0
Structure (SMILES): C=CCC(=C)CC.O
Highest occupied orbital energy, eV: -9.000
Energy relative to the best compared isomer or geometry (same formula, charge and spin), kcal per mole: 59.99



Entry 8:
The following is a DFT calculation (ωB97M-V with the def2-TZVPD basis set) of C7H14O2 as an isolated structure at a distorted geometry.

```
23
Properties=species:S:1:pos:R:3:forces:R:3
C 0.905416 -0.075768 -0.369581 -1.05 2.15 2.42
C -1.435538 0.064919 0.809399 0.84 0.82 0.01
C 1.040322 -1.524766 -0.005719 0.15 -0.01 0.19
C 1.473946 0.313808 -1.696823 0.42 0.84 0.16
C 1.357273 0.917640 1.103924 2.49 -0.76 -0.77
C -2.313201 -0.733247 -0.158539 0.20 0.21 0.07
C -0.267246 0.748452 0.001672 -2.66 -1.86 -2.71
O -2.146576 1.111291 1.412041 -0.41 0.22 0.10
O -0.592500 1.781817 -0.618950 0.73 -0.57 1.22
H -2.123921 1.838873 0.762066 0.07 -0.13 0.14
H -1.059375 -0.572070 1.612493 -0.03 -0.01 -0.04
H 2.098852 -1.795962 -0.039143 -0.03 -0.03 -0.03
H 0.690552 -1.753334 0.999694 -0.17 -0.03 -0.10
H 0.520339 -2.144776 -0.737669 -0.04 -0.04 0.05
H 0.742049 0.042560 -2.465954 0.16 -0.26 0.08
H 2.447879 -0.131252 -1.890581 -0.04 -0.11 -0.10
H 1.544551 1.400812 -1.780591 0.11 -0.13 0.06
H 2.162022 0.304800 1.510315 0.26 -0.12 -0.17
H 0.786030 1.128616 2.006155 -0.99 -0.15 -0.55
H 1.788150 1.838471 0.726626 -0.11 0.09 -0.06
H -1.806020 -1.626819 -0.517712 0.00 -0.10 -0.02
H -3.231738 -1.018197 0.353087 0.06 -0.06 0.05
H -2.581268 -0.115868 -1.016210 0.02 0.04 0.00
```
Forces are in eV/Å.

## Properties
LUMO, eV: 0.7198
HOMO-LUMO gap, eV: 9.799
Molecular weight, g mol⁻¹: 130.19
Charge: 0
Highest occupied orbital energy, eV: -9.079
Energy relative to the best compared isomer or geometry (same formula, charge and spin), kcal per mole: 46.70